*one*
Computed, not measured: C2H2O3 in the gas phase, with the ωB97M-V functional and the def2-TZVPD basis.

**Structure (SMILES)**: O=CC(=O)O

Atoms and positions in Å:
O: -0.67 1.25 0.08
O: 1.77 0.17 -0.15
O: -1.61 -0.73 -0.10
C: -0.50 -0.15 0.00
C: 0.99 -0.71 0.16
H: 0.91 -1.87 0.33
H: 0.19 1.47 0.06

***

*two*
Computed, not measured: C2H2O3 in the gas phase, with the ωB97M-V functional and the def2-TZVPD basis.

**Structure (SMILES)**: O=CC1OO1

Atoms and positions in Å:
O: -1.97 -0.01 -0.11
O: 1.57 -0.77 -0.11
O: 1.37 0.65 0.23
C: -0.91 -0.11 0.43
C: 0.35 0.08 -0.45
H: 0.26 0.35 -1.44
H: -0.66 -0.18 1.45

***

*three*
Computed, not measured: C2H2O3 in the gas phase, with the ωB97M-V functional and the def2-TZVPD basis.

Atoms and positions in Å:
O: -2.01 0.39 -0.13
O: 1.77 0.76 -0.12
O: 1.33 -0.46 0.03
C: -0.88 0.37 0.11
C: 0.12 -0.67 -0.02
H: -0.34 1.29 0.34
H: 0.01 -1.68 -0.20

***

The structure with the least stability is *three*.

***

*one*
Computed, not measured: a gas-phase ion, C10H14NO (charge +1), with the ωB97M-V functional and the def2-TZVPD basis.

**Charge**: +1
**Structure (SMILES)**: C[C@@H]1Oc2ccccc2[N+]1(C)C

Atoms and positions in Å:
O: 0.12 -2.01 -0.14
N: -0.80 0.36 -0.06
C: 0.71 0.25 -0.02
C: 1.59 1.26 0.01
C: 2.90 1.04 0.09
C: -1.42 0.88 1.27
C: 1.12 -1.07 0.00
C: 3.31 -0.28 0.01
C: -1.15 -1.03 -0.44
C: -1.15 1.29 -1.20
C: 2.46 -1.39 0.04
C: -2.36 -1.69 0.21
H: 4.38 -0.49 -0.14
H: -1.54 0.14 1.99
H: -1.25 -1.11 -1.51
H: -2.26 1.49 1.10
H: 1.22 2.27 0.21
H: 3.65 1.81 0.14
H: -2.48 -1.59 1.35
H: -3.31 -1.27 -0.16
H: -0.75 1.65 1.63
H: 2.89 -2.40 -0.12
H: -0.31 1.49 -1.89
H: -2.12 -2.69 -0.03
H: -1.44 2.23 -0.67
H: -2.02 0.87 -1.65

***

*two*
Computed, not measured: a gas-phase ion, C10H14NO (charge +1), with the ωB97M-V functional and the def2-TZVPD basis.

**Charge**: +1
**Structure (SMILES)**: O[C@@H]1C=CC=C[N+]1=C1CCCC1

Atoms and positions in Å:
O: -1.06 3.03 0.76
N: -0.01 0.61 0.54
C: 2.43 -1.70 -1.03
C: 0.64 -0.18 -0.30
C: 1.29 -1.47 0.10
C: -1.09 1.75 0.21
C: -0.38 0.20 1.85
C: -2.54 1.23 0.49
C: 0.98 0.14 -1.76
C: -1.66 -0.12 2.20
C: -2.77 0.36 1.47
C: 1.72 -1.12 -2.26
H: -0.06 0.53 -2.15
H: 2.49 -2.77 -1.26
H: 1.65 -1.57 1.20
H: 3.38 -1.18 -0.81
H: 0.55 -2.31 -0.14
H: 0.96 -1.79 -2.56
H: -3.23 1.67 -0.08
H: -1.14 1.96 -0.85
H: -1.89 -0.51 3.26
H: 2.26 -0.97 -3.09
H: 1.65 0.98 -1.64
H: -3.76 0.06 1.76
H: 0.51 -0.09 2.37
H: -0.91 3.26 1.75

***

The structure with the least stability is *two*.

***

*one*
Computed, not measured: C3H4S2 in the gas phase, with the ωB97M-V functional and the def2-TZVPD basis.

**Structure (SMILES)**: S=C[C@H]1CS1

Atoms and positions in Å:
S: 1.55 -0.45 -1.02
S: -1.40 -1.50 1.97
C: -0.38 -0.30 -0.24
C: 0.38 0.87 -0.86
C: -0.30 -0.58 1.15
H: 0.64 -0.24 1.70
H: 0.59 1.54 -0.03
H: 0.08 1.49 -1.84
H: -1.16 -0.85 -0.83

***

*two*
Computed, not measured: 2 unconnected molecules or ions with the total composition C3H4S2, with the ωB97M-V functional and the def2-TZVPD basis.

**Structure (SMILES)**: C#CC=S.S

Atoms and positions in Å:
S: 1.35 0.65 0.45
S: -4.19 0.37 -0.01
C: -2.73 0.74 0.51
C: -1.61 -0.12 0.37
C: -1.00 -1.19 0.27
H: -2.52 1.68 0.85
H: 0.76 1.12 1.44
H: -0.55 -2.08 -0.04
H: 0.54 1.44 -0.38

***

The structure with the least stability is *two*.

***

*one*
Computed, not measured: C3H4S2 in the gas phase, with the ωB97M-V functional and the def2-TZVPD basis.

Atoms and positions in Å:
S: -3.03 0.13 0.02
S: 1.09 -1.06 0.05
C: -0.57 -0.80 0.20
C: -1.37 0.29 -0.04
C: 1.81 0.34 -0.08
H: -1.22 -1.72 0.39
H: -1.04 1.30 -0.21
H: 1.53 1.38 -0.02
H: 2.80 0.13 -0.32

***

*two*
Computed, not measured: a molecular structure, C3H4S2, with the ωB97M-V functional and the def2-TZVPD basis.

Atoms and positions in Å:
S: 1.38 1.56 1.10
S: -1.05 0.16 2.35
C: 0.55 -1.50 -0.72
C: 0.29 -0.80 0.24
C: 0.11 0.08 1.28
H: -2.06 1.07 -1.58
H: 0.54 -2.02 -1.57
H: -1.52 0.63 -1.19
H: 1.77 0.83 0.10

***

*three*
Computed, not measured: C3H4S2 in the gas phase, with the ωB97M-V functional and the def2-TZVPD basis.

**Structure (SMILES)**: C=CSC=S

Atoms and positions in Å:
S: 0.25 1.35 0.04
S: 2.31 -0.89 0.10
C: -1.16 -0.96 -0.14
C: -1.23 0.33 0.14
C: 1.83 0.60 -0.13
H: -0.19 -1.36 -0.37
H: -1.97 0.96 0.55
H: 2.32 1.57 -0.16
H: -2.16 -1.59 -0.03

***

The structure with the least stability is *two*.

***

*one*
Computed, not measured: 2 unconnected molecules or ions with the total composition C3H4S2, with the ωB97M-V functional and the def2-TZVPD basis.

**Structure (SMILES)**: C#CC=S.S

Atoms and positions in Å:
S: 2.08 0.81 0.29
S: -1.87 -2.64 -0.12
C: -0.90 -1.33 -0.29
C: -1.35 -0.01 -0.27
C: -1.70 1.15 -0.23
H: 2.71 1.46 1.20
H: 0.10 -1.49 -0.38
H: 3.09 -0.08 0.06
H: -2.16 2.13 -0.27

***

*two*
Computed, not measured: a molecular structure, C3H4S2, with the ωB97M-V functional and the def2-TZVPD basis.

Atoms and positions in Å:
S: 1.38 1.21 -0.05
S: -2.71 -0.38 0.06
C: -1.29 0.26 -0.44
C: 1.25 -0.62 0.03
C: -0.26 0.49 0.46
H: 1.29 -0.90 -0.92
H: -1.03 0.61 -1.39
H: -0.43 0.53 1.47
H: 1.80 -1.21 0.77

***

*three*
Computed, not measured: a molecular structure, C3H4S2, with the ωB97M-V functional and the def2-TZVPD basis.

Atoms and positions in Å:
S: -1.07 -0.74 1.54
S: -1.41 1.16 -1.20
C: -0.12 0.73 -0.08
C: 0.79 -0.22 -0.47
C: 1.81 -0.91 -0.46
H: -2.12 1.92 -0.31
H: 0.36 1.57 0.35
H: -0.87 -2.02 1.16
H: 2.64 -1.49 -0.52

***

*four*
Computed, not measured: C3H4S2 in the gas phase, with the ωB97M-V functional and the def2-TZVPD basis.

Atoms and positions in Å:
S: -1.08 -1.07 -0.81
S: 1.44 1.39 0.44
C: 0.34 -1.29 0.29
C: 0.26 0.25 0.40
C: -1.22 0.46 0.07
H: -2.04 0.42 0.78
H: -1.49 1.51 -0.40
H: 1.28 -1.62 -0.17
H: 0.24 -1.97 1.19

***

The structure with the least stability is *three*.

***

*one*
Computed, not measured: a molecular structure, C30H25BrIrN3O5S3, with the ωB97M-V functional and the def2-TZVPD basis.

**Charge**: +1
**2S+1**: 2
**Expectation value of S²**: 0.76

Atoms and positions in Å:
Ir: -0.34 1.30 0.96
Br: 1.78 -1.47 2.41
S: 0.63 4.66 3.45
S: 0.13 1.52 3.13
S: 1.27 1.31 -1.23
O: 1.82 2.51 -1.76
O: -2.23 1.71 1.10
O: 1.62 1.02 0.20
O: -0.24 1.29 -1.19
O: -3.20 2.75 3.37
N: 0.13 3.27 1.36
N: -1.05 -0.62 0.87
N: -2.48 -0.60 0.75
C: -0.71 -3.70 -2.92
C: 0.06 4.99 -0.44
C: -2.77 -0.89 3.54
C: 0.78 -3.73 -1.01
C: 2.71 -2.15 -3.77
C: 0.85 -2.18 0.93
C: 0.56 -5.68 -2.42
C: 0.32 3.19 2.65
C: -3.06 1.48 3.82
C: 1.41 -3.11 0.15
C: 1.25 -0.25 -3.45
C: 0.61 6.84 1.65
C: -3.03 1.30 5.20
C: -2.74 -1.07 4.92
C: 2.81 -0.88 -1.71
C: 0.22 4.57 0.88
C: 1.70 -1.30 -4.22
C: 0.18 6.34 -0.68
C: -0.13 -3.06 -1.83
C: -2.93 0.37 2.97
C: -0.56 -1.80 0.79
C: 1.79 -0.06 -2.19
C: -0.37 -5.01 -3.21
C: 3.25 -1.92 -2.51
C: -2.87 0.04 5.74
C: 3.19 -3.29 -4.61
C: 0.45 7.25 0.35
C: 0.49 5.47 1.91
C: -2.98 0.56 1.48
C: 1.14 -5.04 -1.34
H: -2.69 -0.45 -0.23
H: 0.83 -6.70 -2.65
H: 3.23 -0.71 -0.73
H: -2.63 -2.06 5.34
H: 0.54 8.31 0.11
H: 1.27 -1.46 -5.20
H: 4.21 -3.10 -4.97
H: 0.47 0.41 -3.81
H: -1.40 -3.17 -3.55
H: -0.14 4.28 -1.22
H: -2.98 2.77 2.43
H: 2.56 -3.44 -5.48
H: 1.86 -5.57 -0.72
H: 0.07 6.71 -1.70
H: -2.86 -0.08 6.82
H: -2.71 -1.76 2.90
H: 4.04 -2.57 -2.14
H: -4.01 0.72 1.13
H: 3.22 -4.21 -4.03
H: -3.14 2.18 5.83
H: 0.83 7.54 2.44
H: -1.27 -2.60 0.63
H: -0.34 -2.01 -1.66
H: 2.41 -3.44 0.40
H: -0.81 -5.51 -4.06

***

*two*
Computed, not measured: a molecular structure, C30H25BrIrN3O5S3, with the ωB97M-V functional and the def2-TZVPD basis.

**Charge**: +1
**2S+1**: 2
**Expectation value of S²**: 0.87

Atoms and positions in Å:
Ir: 0.73 -0.35 -0.55
Br: -1.43 1.13 -1.77
S: 2.77 1.34 -1.22
S: -2.34 -3.93 -1.18
S: -1.72 -2.70 1.39
O: 1.11 -1.32 1.16
O: 3.95 1.69 -1.90
O: 2.86 0.30 -0.15
O: 0.12 -1.38 5.07
O: 1.65 0.84 -2.11
N: 0.02 0.46 2.26
N: -0.44 0.83 1.08
N: -0.63 -2.01 -1.01
C: -0.12 -1.63 -3.41
C: -1.39 -2.98 -4.97
C: -0.45 -1.97 -4.70
C: -5.04 4.87 -2.70
C: 2.13 2.85 0.97
C: -2.40 3.45 -0.46
C: 1.51 3.92 1.60
C: -1.69 -3.31 -2.64
C: 0.65 -0.85 2.38
C: 1.40 -1.03 4.78
C: 3.99 -0.25 4.08
C: 1.72 -0.76 3.45
C: -4.40 4.87 -3.94
C: -1.10 1.92 0.93
C: -1.42 -2.78 -0.26
C: -3.05 3.98 -1.67
C: -1.67 2.35 -0.32
C: 0.16 6.04 1.55
C: -2.40 4.01 -2.91
C: 2.08 2.76 -0.41
C: 2.38 -0.90 5.75
C: 0.83 4.79 -0.53
C: 3.67 -0.51 5.40
C: 0.84 4.89 0.85
C: -0.76 -2.29 -2.35
C: -2.01 -3.67 -3.95
C: 1.44 3.73 -1.17
C: 3.01 -0.39 3.10
C: -3.08 4.46 -4.03
C: -4.35 4.46 -1.57
H: 1.55 4.01 2.68
H: 0.02 -1.45 -5.52
H: 2.64 2.09 1.55
H: 3.24 -0.23 2.06
H: -2.59 4.01 0.46
H: -2.57 4.48 -4.99
H: -2.72 -4.46 -4.15
H: -1.28 2.56 1.79
H: -4.93 5.19 -4.82
H: -1.36 3.73 -2.98
H: 4.42 -0.41 6.17
H: -0.14 -1.50 2.75
H: -0.46 6.62 0.86
H: 0.05 -1.66 5.99
H: 0.90 6.71 2.00
H: -6.07 5.19 -2.62
H: 4.99 0.05 3.81
H: -1.63 -3.22 -6.00
H: 0.33 5.56 -1.12
H: -4.84 4.46 -0.60
H: -0.24 0.96 3.09
H: 1.43 3.64 -2.25
H: 2.14 -1.10 6.79
H: 0.62 -0.86 -3.22
H: -0.48 5.67 2.36

***

The structure with the least stability is *two*.